No. 1
Density functional theory data (wB97M-V/def2-TZVPD) for a 2-piece molecular cluster, C5H13NO2 overall in a non-equilibrium geometry.

## Properties
highest occupied orbital energy = -9.90 eV
energy relative to the best compared isomer or geometry (same formula, charge and spin) = 41.5 kcal per mole
energy = -403.51054 Eh
structure (SMILES) = CCCCC(N)=O.O

Geometry as ORCA input:
```
! RIJCOSX wB97M-V def2-TZVPD def2/J DEFGRID3
* xyz 0 1
C 1.235 1.633 2.379
C -0.070 0.926 1.937
C -0.614 1.120 0.535
C -0.429 -0.013 -0.391
C -1.511 -1.146 -0.429
N -1.284 -2.046 -1.470
O -2.385 -1.321 0.327
H 1.572 1.404 3.476
H 1.071 2.645 2.580
H 2.078 1.561 1.724
H 0.148 -0.048 2.214
H -0.910 1.154 2.599
H -1.735 1.022 0.560
H -0.192 2.050 0.063
H -0.226 0.304 -1.404
H 0.602 -0.561 -0.296
H -1.867 -2.720 -1.785
H -0.401 -2.014 -2.092
O 1.363 -1.508 -3.669
H 1.686 -0.663 -3.963
H 1.869 -1.778 -2.896
*
```

These are the Löwdin partial charges, in e, on atoms 1 to 4: C -0.11; C -0.25; C -0.22; C -0.17

***

No. 2
Density functional theory data (wB97M-V/def2-TZVPD) for a 2-piece molecular cluster, C5H13NO2 overall in a non-equilibrium geometry.

## Properties
highest occupied orbital energy = -9.23 eV
energy relative to the best compared isomer or geometry (same formula, charge and spin) = 48.7 kcal per mole
energy = -403.49897 Eh
structure (SMILES) = CC(C)[C@H](N)C=O.O

Geometry as ORCA input:
```
! RIJCOSX wB97M-V def2-TZVPD def2/J DEFGRID3
* xyz 0 1
C 1.447 1.315 0.611
C -0.045 1.142 0.401
C -0.747 1.919 -0.670
C -0.223 -0.447 0.088
N 0.752 -0.894 -0.862
C -1.570 -0.669 -0.561
O -2.639 -0.530 -0.023
H 2.064 1.366 -0.293
H 1.705 2.301 1.014
H 1.851 0.587 1.313
H -0.433 1.236 1.414
H -0.561 1.595 -1.698
H -0.435 2.969 -0.761
H -1.825 2.012 -0.549
H -0.293 -0.792 1.118
H 0.886 -1.882 -0.924
H 1.692 -0.537 -0.788
H -1.545 -1.104 -1.580
O -0.376 -3.017 0.889
H -0.140 -3.898 0.580
H 0.435 -2.673 1.280
*
```

These are the Löwdin partial charges, in e, on atoms 1 to 4: C -0.10; C -0.34; C -0.08; C -0.37

***

No. 3
Density functional theory data (wB97M-V/def2-TZVPD) for a 2-piece molecular cluster, C5H13NO2 overall in a non-equilibrium geometry.

## Properties
highest occupied orbital energy = -9.60 eV
energy relative to the best compared isomer or geometry (same formula, charge and spin) = 50.3 kcal per mole
energy = -403.49649 Eh
structure (SMILES) = CCC[C@H](N)C=O.O

Geometry as ORCA input:
```
! RIJCOSX wB97M-V def2-TZVPD def2/J DEFGRID3
* xyz 0 1
C 1.628 -1.400 0.116
C 1.108 -0.487 1.277
C -0.414 -0.283 1.367
C -1.039 0.295 0.130
N -0.543 1.638 -0.189
C -2.573 0.409 0.161
O -3.307 -0.411 -0.303
H 2.661 -1.068 -0.021
H 1.719 -2.399 0.527
H 1.069 -1.216 -0.795
H 1.574 0.501 1.247
H 1.451 -1.063 2.138
H -0.725 -1.325 1.573
H -0.651 0.103 2.366
H -0.818 -0.236 -0.795
H -0.736 2.269 0.580
H 0.395 1.794 -0.517
H -2.832 1.407 0.585
O 0.848 0.682 -3.345
H 1.058 -0.248 -3.274
H 0.126 1.042 -2.829
*
```

These are the Löwdin partial charges, in e, on atoms 1 to 4: C -0.08; C -0.25; C -0.19; C -0.38

***

No. 4
Density functional theory data (wB97M-V/def2-TZVPD) for a 3-piece molecular cluster, C5H13NO2 overall in a non-equilibrium geometry.

## Properties
highest occupied orbital energy = -8.58 eV
energy relative to the best compared isomer or geometry (same formula, charge and spin) = 183.1 kcal per mole
energy = -403.28487 Eh

Geometry as ORCA input:
```
! RIJCOSX wB97M-V def2-TZVPD def2/J DEFGRID3
* xyz 0 1
C -1.839 0.745 -0.448
N -2.161 -0.712 1.368
C -1.237 -0.359 0.473
C -0.038 0.394 1.274
C 0.321 -1.550 -1.103
C -0.776 -1.504 -0.395
H -1.198 0.980 -1.278
H -2.731 0.309 -0.905
H -2.106 1.668 0.068
H -1.738 -1.475 1.934
H 0.448 -0.312 1.928
H -0.506 1.156 1.895
H 1.106 -0.818 -1.013
H 0.464 -2.343 -1.792
H -1.549 -2.220 -0.639
H 3.981 0.933 0.391
H 0.608 0.822 0.486
O 3.219 0.366 0.525
H 2.501 0.728 -0.104
H 1.824 1.915 -1.625
O 1.406 1.277 -1.039
*
```

These are the Löwdin partial charges, in e, on atoms 1 to 4: C -0.03; N 0.32; C -0.63; C 0.10

***

Across the entries above, LUMO takes the values 0.432, 0.475, 0.814, -4.121 eV, respectively.